Formula: C27H32NO6
Source: OMol25
Level of theory: wB97M-V/def2-TZVPD

E (hartree): -1554.1778
ΔE to the lowest compared entry with this formula, charge and spin (kJ/mol): 71.98
E_HOMO (Eh): -0.095
Total charge: -1

CARTESIAN COORDINATES (ANGSTROEM)
C: -4.9102 0.4694 2.9867
C: -3.7830 -0.4806 3.3035
O: -2.5936 0.3279 3.5505
C: -1.4851 -0.4002 3.7894
O: -1.5261 -1.5771 4.0596
C: -0.2227 0.4156 3.6380
C: 0.7009 -0.2712 2.8668
C: 1.8882 0.4147 2.3532
O: 2.1996 1.5480 2.6419
O: 2.6679 -0.3061 1.4956
C: 3.8693 0.4338 1.1893
C: 4.7040 -0.3884 0.2519
C: 0.5674 1.0427 5.1858
N: 0.1836 -0.0169 5.8918
C: -0.4488 -0.3349 6.9628
C: 0.1077 -1.4913 7.6678
C: -0.7057 -2.4969 8.2034
C: -0.1322 -3.5908 8.8499
C: 1.2619 -3.6773 8.9708
C: 2.0897 -2.6880 8.4079
C: 1.5090 -1.6023 7.7449
C: -1.6042 0.4023 7.4876
C: -2.1059 0.1844 8.7893
C: -3.1408 0.9564 9.2982
C: -3.7018 1.9863 8.5310
C: -3.2159 2.2251 7.2278
C: -2.1808 1.4352 6.7199
C: 1.1137 2.1205 6.1664
O: 1.6249 1.7438 7.2179
O: 1.0925 3.3849 5.7034
C: 1.8771 4.4332 6.4178
C: 3.3642 4.1238 6.4424
C: 1.4094 4.6409 7.8470
C: 1.6115 5.6602 5.5757
H: -5.7920 -0.0982 2.6717
H: -5.1976 1.0488 3.8725
H: -4.6419 1.1520 2.1757
H: -3.9821 -1.0698 4.2003
H: -3.5831 -1.1497 2.4542
H: -0.4343 1.4865 3.4097
H: 0.4989 -1.2919 2.5253
H: 3.5896 1.3843 0.7319
H: 4.4043 0.6340 2.1256
H: 5.6461 0.1280 0.0597
H: 4.9302 -1.3742 0.6703
H: 4.1868 -0.5119 -0.7078
H: 1.4786 1.0585 4.4359
H: -1.7791 -2.4112 8.1041
H: -0.7676 -4.3680 9.2790
H: 1.7226 -4.5185 9.5108
H: 3.1804 -2.7445 8.4927
H: 2.1214 -0.8087 7.3311
H: -1.6612 -0.5863 9.4065
H: -3.5223 0.7713 10.3128
H: -4.5075 2.6107 8.9328
H: -3.6331 3.0272 6.6184
H: -1.8171 1.6208 5.7188
H: 3.7414 3.9445 5.4273
H: 3.9172 4.9867 6.8467
H: 3.5839 3.2587 7.0808
H: 0.3302 4.8529 7.8839
H: 1.6438 3.7754 8.4776
H: 1.9204 5.5187 8.2787
H: 0.5357 5.8608 5.5374
H: 2.1138 6.5429 5.9792
H: 1.9683 5.4888 4.5578

***

Formula: H30O15
Source: OMol25
Level of theory: wB97M-V/def2-TZVPD

E (hartree): -1146.5619
ΔE to the lowest compared entry with this formula, charge and spin (kJ/mol): 205.27
E_HOMO (Eh): -0.386
Total charge: 0

CARTESIAN COORDINATES (ANGSTROEM)
O: -2.8793 1.5241 0.5892
H: -3.7063 1.9121 0.7202
H: -2.4013 2.3441 0.4082
O: 2.2937 1.6081 2.3602
H: 1.8547 1.8421 1.5562
H: 2.2757 2.3391 2.9192
O: -1.2983 -2.4319 0.2152
H: -2.1033 -3.0129 0.2252
H: -0.8393 -2.6599 1.0592
O: -2.5843 -1.6279 -2.0278
H: -2.6143 -2.5509 -2.3218
H: -2.6933 -1.5609 -1.0928
O: 1.4397 -2.4039 1.1422
H: 1.5497 -1.6329 1.7352
H: 2.2117 -2.8779 1.4102
O: 2.5787 -0.9969 -0.9318
H: 1.8617 -1.4529 -0.4308
H: 3.1067 -1.6559 -1.3368
O: -1.3203 3.7711 -0.7198
H: -0.5113 3.3591 -0.4548
H: -1.6693 4.5541 -0.2108
O: 2.1777 1.4441 -2.7588
H: 1.9797 0.6481 -2.2248
H: 2.7817 1.1021 -3.3708
O: -0.0533 1.2371 3.7992
H: 0.7587 0.9711 3.3862
H: -0.7023 0.9501 3.2092
O: 0.3247 -1.1439 -2.8498
H: 1.1777 -1.4319 -2.6008
H: -0.2813 -1.4529 -2.2288
O: 0.5757 -3.7509 -1.3788
H: 1.2337 -4.1609 -0.8528
H: 0.0427 -3.2369 -0.7478
O: -1.8533 -0.7099 2.6512
H: -1.5473 -0.3069 1.8292
H: -1.0853 -1.0439 3.0492
O: -0.0523 0.0471 0.6132
H: -0.1073 0.5341 -0.2338
H: -0.6963 -0.6649 0.4742
O: 1.1157 3.1681 0.2672
H: 0.7297 3.4681 1.0952
H: 1.9077 3.6691 0.1032
O: -0.8293 1.0101 -1.7398
H: -1.7503 0.9491 -1.9748
H: -0.3983 0.3161 -2.3288

***

Formula: C3H5N3
Source: OMol25
Level of theory: wB97M-V/def2-TZVPD

E (hartree): -281.4357
ΔE to the lowest compared entry with this formula, charge and spin (kJ/mol): 405.37
E_HOMO (Eh): -0.291
Total charge: 0

CARTESIAN COORDINATES (ANGSTROEM)
N: -2.0326 -0.3961 0.0577
C: -0.6408 -0.1458 0.0376
N: -0.4490 -1.4025 -0.1793
N: 1.7231 -0.7322 -0.2018
C: 1.5241 0.5361 -0.0099
C: 0.1714 0.9498 0.1396
H: -2.6287 -0.2005 -0.7285
H: -2.5169 -0.8347 0.8221
H: 2.6995 -1.0094 -0.2976
H: 2.3311 1.2803 0.0478
H: -0.1812 1.9551 0.3122

***

Number 1: gap between HOMO and LUMO 5.399 eV. Number 2: gap between HOMO and LUMO 10.295 eV. Number 3: gap between HOMO and LUMO 8.180 eV.